Record 1
Here is a 3-piece molecular cluster, C16H38IN2O overall at a distorted geometry from OMol25. Energies are from wB97M-V/def2-TZVPD.

Values from the calculation:
LUMO energy in eV: 2.88
Charge: -1

Positions of all 58 atoms, in Å:
1 H -2.7221 -3.2135 1.7251
2 H 5.1908 6.4730 -0.7417
3 C -4.2260 -0.8985 -0.6594
4 C 2.5045 5.8192 -0.7727
5 H 1.3310 3.5168 -0.1285
6 C -5.3843 -0.5964 -1.6781
7 C -2.9300 -4.2014 2.1404
8 C 0.3161 -3.0048 1.1599
9 H 1.4783 5.8440 -0.3972
10 C 4.5142 4.3993 -0.7435
11 H 5.3156 5.6604 0.8292
12 H 4.8793 3.4692 -0.2987
13 H 3.0058 6.6339 -0.2391
14 C 5.4141 5.5243 -0.2495
15 H 2.2625 7.2272 -2.3919
16 H 1.7372 5.6066 -2.8076
17 H 3.0757 2.8283 -2.5618
18 H 3.4639 5.9897 -2.7388
19 H 0.2865 -2.1571 0.4708
20 C 2.4967 6.1665 -2.2641
21 C -0.4304 -4.1859 0.5419
22 C 1.3218 -5.7594 2.7392
23 C 2.3159 3.3688 -0.5779
24 H -4.4937 -0.3432 0.2622
25 H 0.1585 -4.5825 -0.2906
26 H 0.7219 -6.5667 0.8388
27 N 3.1232 4.5683 -0.3683
28 O -2.9681 -0.5202 -1.1680
29 H 2.7673 2.5569 0.0016
30 H 1.7072 1.8714 -2.0024
31 H -5.3721 -1.2758 -2.5426
32 N -0.8168 -5.2874 1.4172
33 H -0.2328 -7.1198 2.1797
34 H 1.4364 3.5062 -2.5685
35 H -5.7130 1.5026 -1.2156
36 H -3.5679 -4.0589 3.0155
37 H -4.2172 -1.9969 -0.4914
38 C -1.6559 -4.9296 2.5464
39 H 0.9005 -5.2882 3.6282
40 H -3.4930 -4.7772 1.4033
41 H -4.2721 1.2450 -2.2477
42 H -2.4486 -0.5565 0.8374
43 C -5.3049 0.9133 -2.0504
44 H 4.6395 4.2958 -1.8315
45 H -1.3355 -3.7970 0.0672
46 H -1.1170 -4.3177 3.2842
47 H -6.3132 -0.7306 -1.0884
48 C 0.2406 -6.2241 1.7600
49 H 2.0180 -5.0643 2.2727
50 I -1.5452 1.8783 0.0426
51 H -5.8619 1.0860 -2.9913
52 H -0.1306 -2.6712 2.0980
53 C 2.1317 2.8775 -2.0135
54 H 1.9084 -6.6210 3.0733
55 H 1.3680 -3.2359 1.3380
56 H 6.4577 5.2841 -0.4646
57 C -1.9837 -0.2812 -0.1490
58 H -1.9526 -5.8496 3.0614

The Mulliken scheme yields these atomic charges, measured in e: atom 1 (H): 0.08, atom 2 (H): 0.29, atom 3 (C): -0.32, atom 4 (C): -0.70, atom 5 (H): 0.32, atom 6 (C): -0.55, atom 7 (C): -1.20, atom 8 (C): -1.02, atom 9 (H): 0.34, atom 10 (C): -0.32, atom 11 (H): 0.33, atom 12 (H): 0.44, atom 13 (H): 0.36, atom 14 (C): -1.42, atom 15 (H): 0.37, atom 16 (H): 0.28, atom 17 (H): 0.32, atom 18 (H): 0.24, atom 19 (H): 0.48, atom 20 (C): -0.96, atom 21 (C): -0.70, atom 22 (C): -0.97, atom 23 (C): -0.65, atom 24 (H): 0.40, atom 25 (H): 0.32, atom 26 (H): 0.34, atom 27 (N): 0.12, atom 28 (O): -0.33, atom 29 (H): 0.31, atom 30 (H): 0.40, atom 31 (H): 0.37, atom 32 (N): 0.11, atom 33 (H): 0.42, atom 34 (H): 0.18, atom 35 (H): 0.26, atom 36 (H): 0.48, atom 37 (H): 0.08, atom 38 (C): -0.41, atom 39 (H): 0.27, atom 40 (H): 0.32, atom 41 (H): 0.23, atom 42 (H): 0.10, atom 43 (C): -0.96, atom 44 (H): 0.25, atom 45 (H): 0.32, atom 46 (H): 0.25, atom 47 (H): 0.28, atom 48 (C): -0.70, atom 49 (H): 0.23, atom 50 (I): -0.39, atom 51 (H): 0.31, atom 52 (H): 0.19, atom 53 (C): -0.99, atom 54 (H): 0.40, atom 55 (H): 0.31, atom 56 (H): 0.44, atom 57 (C): -0.44, atom 58 (H): 0.47



Record 2
Here is a 3-piece molecular cluster, C16H38IN4O10P2S overall at a distorted geometry from OMol25. Energies are from wB97M-V/def2-TZVPD.

Values from the calculation:
LUMO energy in eV: -4.59
Charge: +1

Positions of all 72 atoms, in Å:
1 H -3.4198 -6.0168 0.0746
2 O -2.2393 4.3538 -0.3457
3 O 5.1481 3.6163 1.7815
4 H 6.7830 2.4234 1.3011
5 N -2.9346 -5.1621 -0.1747
6 H 2.2549 -2.0617 -2.2105
7 H -0.2644 -2.7314 -2.7348
8 O -4.8483 0.5912 -0.9912
9 O 1.7500 0.6384 2.6541
10 P -5.3562 -3.7323 0.1485
11 H 6.7912 3.8217 3.0359
12 H 4.6679 1.2181 2.6724
13 H 5.4062 0.8702 -0.1231
14 C 3.8322 -0.4181 1.8175
15 O 0.3514 -2.8099 0.4594
16 C -1.4471 -4.0708 -1.5970
17 C -0.0930 -3.6092 -2.1117
18 O -5.7424 -2.7896 -1.0903
19 N -0.4828 -7.0236 0.4892
20 H -1.6943 2.9938 -3.3595
21 H -2.0078 -4.5112 -2.4235
22 H -4.6485 1.5770 -2.8117
23 H 5.2846 4.6039 3.5435
24 H -5.6632 1.7130 0.4930
25 H -1.0360 -4.6450 0.4204
26 C -2.7452 0.6212 -2.2694
27 C 4.9488 1.4586 0.6791
28 H -1.5457 2.8553 0.9441
29 H 3.8747 -0.9505 2.7706
30 H -5.1422 -2.0391 -1.2317
31 H -4.6339 -0.1726 -2.8329
32 H 2.1380 2.4895 1.7775
33 C 5.7042 3.7141 3.0779
34 H -0.5236 4.3089 0.8260
35 C 2.0334 2.0202 2.7597
36 H 0.3912 -4.3520 -2.7407
37 H -4.9680 2.6677 -0.8270
38 H 3.9686 1.8039 0.3225
39 C -2.1566 3.0117 -2.3681
40 O -0.9037 -6.3096 -0.7896
41 H 1.8187 -0.9653 1.4605
42 H 2.9333 2.2074 3.3512
43 S -2.4682 -2.7760 -0.7908
44 O 1.8334 -1.8326 -1.3733
45 H -3.2193 3.2543 -2.4997
46 P 1.0535 -3.0820 -0.7924
47 N -1.9581 1.7179 -1.7255
48 H 1.8261 -5.0525 -0.4710
49 C -4.2680 0.6993 -2.2786
50 H 5.4570 2.8493 3.7039
51 N 4.8479 0.6293 1.8711
52 H -2.4006 0.4371 -3.2940
53 O 2.1949 -4.1844 -0.6726
54 H -2.0781 4.3793 1.6725
55 H 2.2370 0.5278 0.6448
56 H -1.6135 5.0517 -2.1460
57 C -3.5344 -4.0185 -0.2309
58 H 1.1965 2.4858 3.2809
59 H -0.4773 3.9440 -1.3700
60 H -2.1539 1.8077 -0.7382
61 H -3.9135 1.8662 0.3726
62 O 0.6435 -6.9540 0.6287
63 H 5.9334 3.1982 -0.0402
64 C 2.3762 -0.0342 1.5775
65 C -1.5545 3.9453 0.8230
66 C -1.5379 4.1324 -1.5602
67 C -1.4652 -5.0940 -0.4840
68 C -4.8333 1.7781 -0.2095
69 H -2.5080 -0.2582 -1.6705
70 C 5.7940 2.6915 0.9186
71 I -5.1203 -2.1822 1.9844
72 H 4.1269 -1.1351 1.0423

The Mulliken scheme yields these atomic charges, measured in e: atom 1 (H): 0.35, atom 2 (O): -0.35, atom 3 (O): -0.33, atom 4 (H): 0.41, atom 5 (N): 0.00, atom 6 (H): 0.31, atom 7 (H): 0.51, atom 8 (O): -0.36, atom 9 (O): -0.48, atom 10 (P): 0.02, atom 11 (H): 0.34, atom 12 (H): 0.15, atom 13 (H): 0.35, atom 14 (C): -0.84, atom 15 (O): -0.58, atom 16 (C): -0.22, atom 17 (C): -1.27, atom 18 (O): -0.41, atom 19 (N): 0.20, atom 20 (H): 0.36, atom 21 (H): 0.79, atom 22 (H): 0.40, atom 23 (H): 0.23, atom 24 (H): 0.30, atom 25 (H): 0.79, atom 26 (C): 0.01, atom 27 (C): -0.10, atom 28 (H): 0.21, atom 29 (H): 0.38, atom 30 (H): 0.34, atom 31 (H): 0.40, atom 32 (H): 0.22, atom 33 (C): -0.70, atom 34 (H): 0.37, atom 35 (C): -0.53, atom 36 (H): 0.54, atom 37 (H): 0.32, atom 38 (H): 0.12, atom 39 (C): -0.29, atom 40 (O): -0.31, atom 41 (H): 0.06, atom 42 (H): 0.19, atom 43 (S): 0.20, atom 44 (O): -0.44, atom 45 (H): 0.20, atom 46 (P): 1.00, atom 47 (N): -0.14, atom 48 (H): 0.30, atom 49 (C): -0.73, atom 50 (H): 0.29, atom 51 (N): -0.33, atom 52 (H): 0.48, atom 53 (O): -0.48, atom 54 (H): 0.29, atom 55 (H): 0.26, atom 56 (H): 0.41, atom 57 (C): 0.07, atom 58 (H): 0.32, atom 59 (H): 0.37, atom 60 (H): -0.04, atom 61 (H): 0.19, atom 62 (O): -0.11, atom 63 (H): 0.39, atom 64 (C): 0.00, atom 65 (C): -0.68, atom 66 (C): -0.76, atom 67 (C): -0.71, atom 68 (C): -0.61, atom 69 (H): -0.24, atom 70 (C): -0.83, atom 71 (I): 0.08, atom 72 (H): 0.36



Record 3
Here is a 3-piece molecular cluster, C16H38INO11P3S2 overall at a distorted geometry from OMol25. Energies are from wB97M-V/def2-TZVPD.

Values from the calculation:
LUMO energy in eV: -4.72
Charge: +1

Positions of all 72 atoms, in Å:
1 H -5.4124 -2.0472 -0.9094
2 H 5.0811 6.2664 -2.9040
3 H 0.1471 7.4698 -2.3322
4 H 3.7519 4.9396 -1.2215
5 H -2.1760 -3.5946 -1.6288
6 H -1.9944 3.3967 -2.2154
7 C 3.5950 1.5114 1.8207
8 H -6.1261 -7.6478 2.8436
9 C -1.2342 3.4584 -0.2078
10 O -5.1974 -3.9947 2.3796
11 H -4.3531 -6.0280 3.3641
12 O 1.6429 3.3765 -1.4447
13 H 3.5740 6.9694 -3.5209
14 C 3.3447 5.8409 -1.6917
15 H -1.6870 2.5365 0.1654
16 H 6.1501 -3.8447 0.9414
17 H -2.9743 -1.4497 -0.6964
18 H 5.7932 -0.9944 1.8175
19 C 0.2645 7.5681 -3.4121
20 C -1.7061 -4.8484 0.0708
21 O 4.0127 -4.2495 1.7364
22 C 4.9176 -1.6251 1.4626
23 N 3.4766 0.2876 1.3532
24 O -0.2931 4.5321 -2.1427
25 C -0.0244 6.2604 -4.1201
26 H -3.1952 -1.2247 1.0347
27 S 3.9068 1.3966 3.5984
28 H -0.6303 -4.6447 0.0850
29 H 4.8897 -0.7297 4.0352
30 H 3.3138 0.1166 0.3500
31 H -0.0717 6.4628 -5.1938
32 H 3.8721 5.2462 -3.7058
33 O -3.8638 -5.6510 1.3672
34 H -4.0383 -0.1581 -0.1058
35 C 4.0096 6.0975 -3.0314
36 H 4.8494 -1.5369 0.3380
37 H -1.5693 -5.2081 -2.0460
38 H -5.6222 -7.7161 1.1454
39 O 1.9334 5.7301 -1.8229
40 C -3.7075 -1.1848 0.0676
41 I 0.2508 -0.0939 2.5229
42 H 3.0691 -0.7427 4.3859
43 H -1.0057 5.8706 -3.8535
44 H 3.5398 6.6787 -1.0192
45 H -6.3932 -6.2685 1.7612
46 C 3.8604 -0.4823 3.6327
47 H -3.2201 -5.0076 -1.4682
48 P 1.9195 -1.8189 1.8542
49 C 3.6155 -1.0023 2.1254
50 H -3.6190 -7.3553 2.4752
51 H -1.8899 4.2940 0.0446
52 H 0.7509 -3.4051 2.8406
53 C -5.6990 -7.0693 2.0219
54 H -1.8110 -5.8854 0.3869
55 H -0.4326 8.3392 -3.7491
56 P -3.8708 -4.0105 1.6163
57 C -4.3307 -6.5293 2.3948
58 C -4.8852 -2.1399 0.0421
59 S 5.2177 -3.3902 1.8849
60 O -4.4553 -3.4903 0.1554
61 O 1.6615 -3.0677 2.9764
62 H 1.2816 7.9081 -3.6105
63 O 0.9983 5.2722 -3.9701
64 O 5.9001 -3.4501 3.2086
65 C -2.1978 -4.6485 -1.3483
66 H -0.5226 2.4617 -1.9951
67 C -1.0264 3.3867 -1.7082
68 H -5.5982 -1.9025 0.8369
69 O -2.2717 -3.9449 1.0211
70 P 1.3088 4.3823 -2.5553
71 H 3.5010 2.3997 1.1433
72 H -0.2948 3.6264 0.3230

The Mulliken scheme yields these atomic charges, measured in e: atom 1 (H): 0.32, atom 2 (H): 0.41, atom 3 (H): 0.26, atom 4 (H): 0.07, atom 5 (H): 0.17, atom 6 (H): 0.35, atom 7 (C): -0.12, atom 8 (H): 0.38, atom 9 (C): -0.96, atom 10 (O): -0.71, atom 11 (H): 0.35, atom 12 (O): -0.73, atom 13 (H): 0.17, atom 14 (C): -0.16, atom 15 (H): 0.27, atom 16 (H): 0.21, atom 17 (H): 0.15, atom 18 (H): 0.38, atom 19 (C): -0.92, atom 20 (C): -0.09, atom 21 (O): -0.50, atom 22 (C): -0.90, atom 23 (N): 0.07, atom 24 (O): -0.36, atom 25 (C): -0.14, atom 26 (H): 0.21, atom 27 (S): -0.01, atom 28 (H): 0.28, atom 29 (H): 0.39, atom 30 (H): 0.35, atom 31 (H): 0.34, atom 32 (H): 0.30, atom 33 (O): -0.43, atom 34 (H): 0.42, atom 35 (C): -0.97, atom 36 (H): 0.49, atom 37 (H): 0.44, atom 38 (H): 0.30, atom 39 (O): -0.28, atom 40 (C): -0.80, atom 41 (I): -0.05, atom 42 (H): 0.44, atom 43 (H): 0.23, atom 44 (H): 0.33, atom 45 (H): 0.29, atom 46 (C): -0.67, atom 47 (H): 0.26, atom 48 (P): 0.33, atom 49 (C): -0.06, atom 50 (H): 0.34, atom 51 (H): 0.32, atom 52 (H): 0.34, atom 53 (C): -1.14, atom 54 (H): 0.27, atom 55 (H): 0.41, atom 56 (P): 1.04, atom 57 (C): -0.37, atom 58 (C): -0.44, atom 59 (S): 0.85, atom 60 (O): -0.26, atom 61 (O): -0.39, atom 62 (H): 0.17, atom 63 (O): -0.44, atom 64 (O): -0.57, atom 65 (C): -1.01, atom 66 (H): 0.32, atom 67 (C): -0.41, atom 68 (H): 0.29, atom 69 (O): -0.30, atom 70 (P): 1.20, atom 71 (H): 0.41, atom 72 (H): 0.24